(1)
ORCA calculation (ωB97M-V/def2-TZVPD) on C12H19B3N2O9S3V as an isolated structure in a non-equilibrium geometry.

```
49
Properties=species:S:1:pos:R:3:nbo_charge:R:1
C -2.76 -1.87 7.29 -0.745
C -3.11 -0.56 6.45 0.783
O -4.30 -0.15 6.48 -0.536
O -2.19 0.21 5.69 -0.531
C -1.65 -0.54 4.57 -0.052
C -2.49 -0.33 3.21 -0.839
B -1.57 0.14 1.96 1.192
O -1.44 1.51 1.50 -0.891
B -0.78 1.53 0.20 1.251
C 0.54 2.39 -0.16 -0.815
C 0.44 3.23 -1.53 -0.405
C 1.79 3.13 -2.44 -0.546
S 1.42 2.21 -4.01 0.355
C 2.91 2.07 -5.08 -0.097
S 2.64 1.95 -6.74 0.124
N 4.30 2.07 -4.61 -0.461
C 4.89 1.78 -3.32 -0.048
C 6.43 1.97 -3.41 -0.017
N 6.75 2.36 -4.77 -0.404
C 5.47 2.38 -5.44 0.228
O -1.39 0.63 -0.80 -0.860
B -1.32 -0.67 -0.16 0.887
S -1.96 -2.17 -1.11 1.763
C -0.94 -3.71 -0.78 -0.844
O -1.91 -1.90 -2.60 -0.904
O -3.39 -2.53 -0.74 -0.914
O -0.79 -0.84 1.18 -0.895
H -3.67 -2.57 7.24 0.258
H -2.59 -1.63 8.40 0.265
H -1.83 -2.43 6.93 0.223
H -0.57 -0.16 4.42 0.190
H -1.54 -1.65 4.86 0.191
H -2.97 -1.34 2.94 0.251
H -3.29 0.45 3.44 0.289
H 0.77 3.05 0.76 0.262
H 1.41 1.65 -0.23 0.246
H 0.30 4.33 -1.22 0.241
H -0.50 2.97 -2.14 0.234
H 2.54 2.52 -1.83 0.212
H 2.22 4.17 -2.57 0.250
H 4.22 1.46 -2.46 0.234
H 7.13 1.83 -2.52 0.254
H 5.53 2.65 -6.54 0.262
H -1.66 -4.60 -0.58 0.255
H -0.38 -3.96 -1.74 0.270
H -0.19 -3.55 0.07 0.270
O -1.95 -6.35 -2.15 -0.738
V -3.51 -5.83 -2.70 1.950
O -5.08 -5.34 -3.25 -0.649
```

Results
Net charge ... +1
Orbital gap ... 1.250 eV
HOMO energy ... -0.3946 Eh

---

(2)
ORCA calculation (ωB97M-V/def2-TZVPD) on C35H49AsCrN4SSi3 as an isolated structure in a non-equilibrium geometry.

```
94
Properties=species:S:1:pos:R:3:mulliken_spin:R:1
Cr 0.10 -0.24 -0.04 3.867
C -1.29 -2.28 3.72 -0.006
C -0.78 -2.07 2.42 0.052
N -0.91 -0.97 1.76 -0.081
C -1.65 0.04 2.33 0.053
C -2.18 -0.07 3.63 -0.022
C -1.96 -1.28 4.32 0.015
C -2.89 1.01 4.19 0.011
C -3.02 2.16 3.47 -0.005
C -2.51 2.27 2.14 0.007
C -1.87 1.22 1.53 0.040
N -1.33 1.17 0.25 -0.044
C -1.88 1.89 -0.79 -0.027
C -3.15 2.43 -0.87 -0.006
C -3.56 3.20 -1.99 -0.007
C -2.72 3.49 -3.02 0.015
C -1.40 2.96 -2.99 0.005
C -0.42 3.27 -3.95 0.004
C 0.84 2.79 -3.80 -0.002
C 1.11 1.91 -2.73 0.060
N 0.22 1.52 -1.87 -0.045
C -1.01 2.10 -1.94 0.037
H -1.11 -3.22 4.21 0.000
H -0.25 -2.87 1.92 0.000
H -2.35 -1.40 5.33 0.000
H -3.30 0.93 5.20 0.000
H -3.52 3.01 3.91 0.000
H -2.61 3.20 1.61 0.001
H -3.83 2.29 -0.05 0.003
H -4.57 3.60 -2.01 -0.001
H -3.02 4.14 -3.84 0.001
H -0.67 3.92 -4.79 0.000
H 1.63 3.04 -4.50 0.000
H 2.12 1.51 -2.60 0.002
C 4.61 2.01 1.28 0.006
Si 2.79 1.73 0.92 0.022
C 1.94 1.88 2.59 0.010
C 2.24 3.30 0.07 0.013
C 2.45 0.09 0.20 0.009
Si 3.18 -0.46 -1.40 0.024
C 4.67 0.58 -1.84 0.003
C 3.79 -2.25 -1.64 0.003
C 2.03 -0.44 -2.93 0.044
Si 2.74 -1.17 1.43 -0.116
C 4.53 -1.64 1.76 0.007
C 2.12 -1.07 3.18 0.038
C 1.77 -2.65 0.59 0.096
C 1.96 -4.01 0.81 -0.013
C 1.29 -4.95 0.05 0.010
C 0.44 -4.52 -0.95 -0.005
C 0.24 -3.16 -1.11 0.100
N 0.85 -2.25 -0.33 -0.253
H 4.77 2.97 1.80 0.000
H 5.22 2.02 0.36 0.000
H 5.00 1.21 1.93 -0.002
H 1.92 2.93 2.91 0.001
H 2.46 1.31 3.37 0.003
H 0.90 1.53 2.54 0.014
H 2.53 4.12 0.74 0.000
H 1.15 3.33 -0.06 -0.005
H 2.71 3.49 -0.91 0.001
H 5.47 0.39 -1.11 0.001
H 4.47 1.67 -1.84 -0.001
H 5.04 0.30 -2.84 -0.001
H 4.27 -2.75 -0.80 0.000
H 4.53 -2.21 -2.46 0.000
H 2.97 -2.89 -1.97 0.001
H 2.36 0.28 -3.69 -0.002
H 0.98 -0.21 -2.71 0.006
H 2.06 -1.44 -3.38 0.016
H 4.89 -0.98 2.58 0.001
H 5.19 -1.48 0.91 -0.001
H 4.64 -2.68 2.11 0.001
H 2.85 -0.53 3.80 -0.001
H 2.06 -2.11 3.57 0.002
H 1.14 -0.60 3.32 -0.011
H 2.68 -4.33 1.57 0.000
H 1.43 -6.02 0.23 0.001
H -0.08 -5.22 -1.60 0.000
H -0.44 -2.78 -1.86 0.022
C -6.07 -2.56 -1.63 0.000
As -4.70 -1.30 -1.20 0.007
C -5.52 -0.18 0.12 0.001
C -4.52 -0.25 -2.78 0.000
S -2.94 -2.19 -0.57 0.018
H -6.95 -2.06 -2.02 0.000
H -6.31 -3.12 -0.73 0.000
H -5.66 -3.24 -2.38 0.000
H -6.34 0.38 -0.31 0.000
H -4.76 0.50 0.52 -0.001
H -5.87 -0.82 0.92 0.000
H -5.50 0.06 -3.15 0.000
H -4.02 -0.87 -3.52 0.000
H -3.91 0.62 -2.56 -0.001
```

Results
Orbital gap (spin up / spin down) ... 6.320 / 7.112 eV
HOMO energy (spin up / spin down) ... -0.2252 / -0.2551 Eh
Multiplicity ... 5

---

Q: Number 1 is which compound?
A: C12H19B3N2O9S3V

---

Q: What is the formula in the first record?
A: C12H19B3N2O9S3V